The following is a quantum chemistry calculation of a molecular structure, C24H22BrF4PS3Se2Te2Y, from the OMol25 dataset.

Results
Multiplicity   1
Molecular weight   1095.54 g mol⁻¹
Total charge   +1
Kohn-Sham gap   6.9 eV

Cartesian coordinates (Å):
1 Y 1.340 -0.073 -0.935
2 C 1.241 2.475 -3.889
3 C 2.650 2.850 -3.478
4 S 3.417 1.666 -2.307
5 C 4.075 2.761 -1.000
6 C 3.066 3.647 -0.296
7 S 1.600 2.755 0.366
8 C 0.211 3.800 -0.218
9 C -0.054 3.835 -1.717
10 S 0.034 2.197 -2.543
11 H 1.236 1.521 -4.419
12 H 0.824 3.242 -4.543
13 H 2.692 3.831 -3.015
14 H 3.274 2.852 -4.370
15 H 4.855 3.377 -1.453
16 H 4.539 2.066 -0.296
17 H 2.680 4.426 -0.948
18 H 3.559 4.113 0.557
19 H 0.381 4.810 0.155
20 H -0.645 3.373 0.305
21 H 0.625 4.497 -2.248
22 H -1.074 4.187 -1.874
23 Se 3.228 -0.450 0.941
24 Te 3.334 -2.750 -0.111
25 Te 3.753 -2.100 -2.695
26 Se 1.463 -1.290 -3.369
27 F -5.647 1.069 3.521
28 C -4.616 0.550 2.873
29 C -3.963 -0.577 3.369
30 F -4.385 -1.151 4.488
31 C -2.867 -1.102 2.688
32 F -2.284 -2.198 3.174
33 C -2.391 -0.511 1.520
34 P -0.870 -1.061 0.633
35 C 0.089 -1.800 1.992
36 C 0.500 -0.855 2.937
37 C 1.319 -1.227 3.983
38 C 1.748 -2.542 4.086
39 C 1.367 -3.472 3.136
40 C 0.546 -3.111 2.077
41 C -1.532 -2.331 -0.488
42 C -1.532 -2.011 -1.848
43 C -1.946 -2.942 -2.781
44 C -2.382 -4.188 -2.362
45 C -2.428 -4.491 -1.009
46 C -2.008 -3.571 -0.064
47 C -3.081 0.594 1.024
48 Br -2.505 1.359 -0.598
49 C -4.177 1.130 1.682
50 F -4.789 2.204 1.196
51 H 0.180 0.179 2.831
52 H 1.641 -0.491 4.702
53 H 2.392 -2.834 4.901
54 H 1.716 -4.491 3.210
55 H 0.266 -3.845 1.333
56 H -1.225 -1.019 -2.182
57 H -1.916 -2.693 -3.832
58 H -2.693 -4.921 -3.091
59 H -2.788 -5.457 -0.688
60 H -2.047 -3.812 0.987

The following is a quantum chemistry calculation of a single C3H6N2O2 molecule, from the OMol25 dataset.

Results
SMILES   O=C(NO)N1CC1
Multiplicity   1
Molecular weight   102.09 g mol⁻¹
Kohn-Sham gap   10.8 eV

Cartesian coordinates (Å):
1 C 0.763 -0.532 -0.392
2 C -1.167 -0.089 0.972
3 C -1.598 0.070 -0.487
4 H 1.372 1.482 0.152
5 H 2.843 -0.650 -0.181
6 H -1.434 0.663 1.671
7 H -1.402 -1.116 1.120
8 H -2.183 0.966 -0.575
9 H -1.493 -0.891 -1.204
10 N 1.946 -0.108 -0.077
11 N -0.223 0.479 0.098
12 O 2.262 1.249 -0.090
13 O 0.314 -1.522 -1.006

The following is a quantum chemistry calculation of 2 unconnected molecules or ions with the total composition C5H10O, from the OMol25 dataset.

Results
SMILES   C=CC.CC=O
Multiplicity   1
Molecular weight   86.13 g mol⁻¹
Kohn-Sham gap   10.3 eV

Cartesian coordinates (Å):
1 C -1.829 -0.396 1.331
2 C -0.938 -1.251 0.452
3 C -0.165 -2.247 0.853
4 H -2.119 0.724 1.176
5 H -1.499 -0.479 2.412
6 H -2.731 -1.017 1.138
7 H -1.183 -1.128 -0.654
8 H 0.058 -3.166 0.285
9 H 0.407 -2.317 1.786
10 O 1.154 1.947 0.145
11 C 1.133 0.990 -0.575
12 C 0.849 1.060 -2.024
13 H 1.288 -0.065 -0.167
14 H 1.763 0.582 -2.608
15 H 0.039 0.323 -2.308
16 H 0.445 2.024 -2.448

The following is a quantum chemistry calculation of 2 unconnected molecules or ions with the total composition C3H9NO2, from the OMol25 dataset.

Results
SMILES   NCCC=O.O
Multiplicity   1
Molecular weight   91.11 g mol⁻¹
Kohn-Sham gap   9.6 eV

Cartesian coordinates (Å):
1 C -1.056 0.093 -1.568
2 C -1.452 0.391 -0.262
3 C -0.372 0.157 0.847
4 O 0.806 0.234 0.605
5 N -0.041 -0.887 -1.761
6 H -1.902 -0.238 -2.244
7 H -0.534 0.947 -1.990
8 H -1.873 1.397 -0.130
9 H -2.250 -0.187 0.022
10 H -0.876 0.072 1.867
11 H -0.227 -1.832 -1.341
12 H 0.057 -0.979 -2.811
13 H 2.769 0.336 2.300
14 H 3.948 0.189 3.198
15 O 3.002 0.307 3.268

The following is a quantum chemistry calculation of a molecular structure, C22H62AsF6O17S9, from the OMol25 dataset.

Results
Multiplicity   1
Molecular weight   1076.23 g mol⁻¹
Total charge   -1
Kohn-Sham gap   8.1 eV

Cartesian coordinates (Å):
1 As -0.641 -0.848 0.143
2 F -2.296 -1.092 0.636
3 F -0.944 0.840 0.261
4 F 1.003 -0.624 -0.286
5 F -0.409 -2.548 0.145
6 F -1.166 -0.797 -1.494
7 F -0.143 -0.818 1.790
8 O -1.288 7.195 -1.597
9 S -0.246 6.222 -1.598
10 O 0.926 6.401 -0.825
11 O -0.866 4.824 -1.169
12 C -2.289 4.654 -1.368
13 C -2.657 3.286 -0.825
14 C 0.240 5.818 -3.251
15 H -2.532 4.655 -2.441
16 H -2.882 5.452 -0.928
17 H -2.158 3.127 0.131
18 H -2.314 2.473 -1.463
19 H -3.734 3.210 -0.677
20 H -0.633 5.517 -3.824
21 H 0.894 4.958 -3.128
22 H 0.721 6.691 -3.678
23 O 2.872 -4.796 -4.403
24 S 2.986 -3.561 -3.694
25 O 4.010 -3.349 -2.743
26 O 3.169 -2.417 -4.780
27 C 2.257 -2.388 -5.883
28 C 2.857 -1.583 -6.992
29 C 1.381 -3.127 -3.061
30 H 1.302 -1.927 -5.607
31 H 2.045 -3.407 -6.215
32 H 3.811 -1.968 -7.348
33 H 2.908 -0.525 -6.744
34 H 2.201 -1.696 -7.863
35 H 1.302 -3.729 -2.156
36 H 0.706 -3.497 -3.831
37 H 1.371 -2.072 -2.812
38 O -4.075 0.690 4.681
39 S -3.614 1.891 4.068
40 O -4.556 2.782 3.468
41 O -2.747 2.707 5.121
42 C -2.897 2.385 6.539
43 C -2.155 3.435 7.315
44 C -2.379 1.552 2.852
45 H -2.478 1.389 6.692
46 H -3.948 2.344 6.826
47 H -2.288 3.258 8.389
48 H -2.666 4.393 7.189
49 H -1.091 3.462 7.107
50 H -2.392 0.467 2.746
51 H -1.402 1.838 3.226
52 H -2.691 1.976 1.908
53 O 1.131 2.563 4.194
54 S 2.097 2.941 3.229
55 O 2.866 4.128 3.419
56 O 3.090 1.712 3.052
57 C 4.342 1.966 2.400
58 C 5.434 1.361 3.250
59 C 1.393 2.880 1.627
60 H 4.592 3.019 2.260
61 H 4.354 1.546 1.394
62 H 6.375 1.231 2.716
63 H 5.121 0.393 3.649
64 H 5.630 1.989 4.123
65 H 2.211 3.150 0.958
66 H 0.524 3.524 1.516
67 H 1.064 1.861 1.426
68 C -3.283 -3.702 2.382
69 S -1.744 -4.600 2.359
70 O -1.527 -5.015 3.766
71 C -2.359 -6.066 1.476
72 H -3.195 -2.690 2.771
73 H -3.992 -4.228 3.029
74 H -3.712 -3.620 1.380
75 H -2.253 -6.920 2.141
76 H -1.771 -6.180 0.569
77 H -3.418 -5.967 1.239
78 C 2.883 2.248 -2.661
79 S 4.077 3.440 -2.066
80 O 4.318 3.070 -0.639
81 C 5.463 2.806 -3.038
82 H 3.259 1.233 -2.529
83 H 2.670 2.394 -3.722
84 H 1.994 2.354 -2.050
85 H 5.166 2.763 -4.083
86 H 5.837 1.854 -2.665
87 H 6.256 3.545 -2.903
88 C -2.550 -3.347 -2.856
89 S -2.298 -4.866 -3.785
90 O -1.364 -4.516 -4.898
91 C -1.271 -5.735 -2.580
92 H -2.614 -3.540 -1.786
93 H -3.479 -2.900 -3.212
94 H -1.770 -2.616 -3.057
95 H -0.357 -5.181 -2.415
96 H -1.144 -6.739 -2.974
97 H -1.847 -5.811 -1.656
98 C -5.565 -0.700 2.009
99 S -6.672 -1.274 0.705
100 O -7.498 -0.105 0.321
101 C -5.367 -1.513 -0.507
102 H -5.423 0.355 1.754
103 H -4.578 -1.137 1.853
104 H -5.964 -0.837 3.004
105 H -4.728 -0.635 -0.613
106 H -5.773 -1.739 -1.491
107 H -4.833 -2.388 -0.134
108 C 4.866 -1.637 -0.020
109 S 3.552 -2.746 0.532
110 O 4.258 -3.895 1.163
111 C 3.026 -1.727 1.905
112 H 5.310 -1.096 0.817
113 H 4.457 -0.952 -0.761
114 H 5.663 -2.262 -0.418
115 H 2.196 -2.234 2.396
116 H 2.637 -0.758 1.585
117 H 3.849 -1.574 2.602

The following is a quantum chemistry calculation of a gas-phase ion, C5H10N (charge +1), from the OMol25 dataset.

Results
SMILES   C=C/C(C)=[NH+]/C
Multiplicity   1
Molecular weight   84.14 g mol⁻¹
Total charge   +1
Kohn-Sham gap   9.9 eV

Cartesian coordinates (Å):
1 C 2.672 -0.187 0.053
2 C 1.495 -0.780 -0.133
3 C 0.134 -0.216 -0.013
4 C 0.169 1.244 -0.158
5 C -2.395 -0.316 0.270
6 N -1.051 -0.868 0.052
7 H 3.543 -0.683 -0.075
8 H 2.849 0.907 0.463
9 H 1.463 -1.750 -0.571
10 H -0.841 1.765 0.222
11 H 0.269 1.559 -1.296
12 H 1.069 1.607 0.329
13 H -2.496 0.133 1.236
14 H -2.794 0.529 -0.365
15 H -3.087 -1.117 -0.099
16 H -0.997 -1.827 0.086